A molecular structure, C11H11MnN17OS. Source: OMol25; level of theory: the ωB97M-V functional and the def2-TZVPD basis.

The LUMO energy (spin up / spin down) is -0.019 / -0.019 Ha. Its total charge is 0. The calculation puts the molar mass at 484.332 g/mol. As for the energy above the lowest of the compared OMol25 structures with the same formula, charge and spin: 3.266 eV. The multiplicity is 2. The frontier orbital gap (spin up / spin down) comes out at 7.553 / 7.395 eV.

XYZ file:
```
42
Properties=species:S:1:pos:R:3:lowdin_spin:R:1
Mn 0.377 -0.334 -1.125 0.97
N 0.785 0.928 -5.094 0.00
C 0.507 0.797 -3.773 0.00
S 1.818 0.272 -2.727 0.01
N -0.680 1.147 -3.370 0.00
N -0.785 1.024 -1.995 -0.01
C -1.541 1.895 -1.441 -0.01
C -1.593 2.195 -0.003 0.00
C -2.123 3.444 0.330 0.00
C -2.035 3.969 1.608 0.00
C -1.376 3.254 2.591 0.00
C -0.864 1.993 2.314 0.00
C -1.015 1.472 1.046 0.00
O -0.603 0.158 0.719 0.01
H 1.589 0.439 -5.447 0.00
H -0.007 1.019 -5.709 0.00
H -2.063 2.596 -2.087 0.00
H -2.585 4.025 -0.458 0.00
H -2.453 4.942 1.822 0.00
H -1.259 3.666 3.584 0.00
H -0.355 1.443 3.089 0.00
N 1.667 -3.405 -1.634 0.00
C 0.490 -3.041 -2.289 0.01
N -0.055 -3.791 -3.214 0.00
N -1.175 -3.107 -3.564 0.01
N -1.278 -2.025 -2.897 0.00
N -0.226 -1.937 -2.038 0.00
C 2.024 -2.828 -0.466 0.00
N 2.764 -3.397 0.518 0.00
N 2.733 -2.568 1.524 0.00
N 2.060 -1.522 1.140 0.00
N 1.598 -1.628 -0.112 0.00
H 2.026 -4.323 -1.841 0.00
N -0.078 -1.394 4.969 0.00
N 0.199 -0.977 3.691 0.00
N 1.439 -0.718 3.381 0.00
C 1.378 -0.489 1.977 0.00
N -0.037 -0.661 1.679 0.00
N -0.745 -0.907 2.844 0.00
H 0.675 -1.057 5.560 0.00
H -0.992 -1.047 5.237 0.00
H 1.794 0.476 1.661 0.00
```

A gas-phase ion, C11H11N2O (charge +1) at a distorted geometry. Source: OMol25; level of theory: the ωB97M-V functional and the def2-TZVPD basis.

The LUMO energy is -0.200 Ha. Its total charge is +1. The calculation puts the molar mass at 187.222 g/mol. As for the energy above the lowest of the compared OMol25 structures with the same formula, charge and spin: 2.195 eV. The SMILES is [NH2+]=C1c2ccccc2C(=O)N1C1CC1. The frontier orbital gap comes out at 7.771 eV.

XYZ file:
```
25
Properties=species:S:1:pos:R:3:lowdin_charge:R:1
C 3.575 -0.663 0.117 -0.05
C 3.626 0.724 -0.160 0.03
C 2.402 -1.322 0.155 -0.04
C 2.379 1.452 -0.310 0.06
C 1.235 -0.652 0.007 -0.11
C 1.214 0.749 -0.173 -0.07
C -0.157 -1.128 0.058 -0.03
C -0.201 1.177 -0.344 -0.29
C -3.051 0.912 0.832 -0.03
C -3.241 1.003 -0.696 0.00
C -2.309 -0.025 -0.064 -0.29
N -0.972 0.017 -0.258 0.08
N -0.537 -2.376 0.479 0.26
O -0.685 2.253 -0.639 0.18
H 4.581 -1.172 0.029 0.15
H 4.558 1.249 -0.069 0.11
H 2.352 -2.439 0.418 0.16
H 2.279 2.499 -0.564 0.13
H -2.435 1.622 1.449 0.14
H -3.828 0.400 1.340 0.10
H -4.180 0.756 -1.119 0.10
H -2.721 1.729 -1.209 0.07
H -2.521 -1.044 0.074 0.12
H 0.119 -3.130 0.381 0.13
H -1.483 -2.593 0.267 0.11
```

A molecular structure, C11H11NO2Zr at a distorted geometry. Source: OMol25; level of theory: the ωB97M-V functional and the def2-TZVPD basis.

The LUMO energy is -0.385 Ha. Its total charge is +2. The calculation puts the molar mass at 280.438 g/mol. The frontier orbital gap comes out at 6.139 eV.

XYZ file:
```
26
Properties=species:S:1:pos:R:3:lowdin_charge:R:1
Zr 2.072 0.831 -0.475 1.79
C 3.748 2.248 -0.917 -0.22
H 3.622 3.331 -1.017 0.03
H 4.460 2.189 -0.084 0.03
H 4.334 1.889 -1.782 0.04
H 1.709 -1.004 -0.592 0.14
H 2.235 -0.891 -1.267 0.14
O 1.998 -0.340 3.428 0.23
C 1.727 -0.074 2.283 -0.43
O 2.644 0.276 1.309 -0.20
C 0.322 -0.202 1.774 -0.15
C -0.611 -1.056 2.361 0.06
C -1.806 -1.305 1.714 0.09
C -2.046 -0.738 0.449 -0.12
C -3.225 -0.987 -0.308 0.04
C -3.334 -0.514 -1.607 -0.01
C -2.249 0.127 -2.235 0.00
C -1.071 0.369 -1.529 -0.04
C -1.017 0.031 -0.176 -0.20
N 0.149 0.313 0.525 -0.05
H -0.328 -1.539 3.295 0.15
H -2.552 -1.969 2.161 0.16
H -4.043 -1.555 0.146 0.15
H -4.264 -0.641 -2.164 0.14
H -2.309 0.438 -3.276 0.14
H -0.166 0.773 -2.015 0.09
```

2 unconnected molecules or ions with the total composition C11H12BCl4O2S2 at a distorted geometry. Source: OMol25; level of theory: the ωB97M-V functional and the def2-TZVPD basis.

The LUMO energy is 0.048 Ha. Its total charge is -1. The calculation puts the molar mass at 392.973 g/mol. The frontier orbital gap comes out at 5.503 eV.

XYZ file:
```
32
Properties=species:S:1:pos:R:3:lowdin_charge:R:1
Cl -3.067 4.436 1.045 0.49
B -1.782 4.376 -0.286 -1.87
Cl -2.503 3.856 -1.956 0.47
Cl -0.894 6.032 -0.503 0.44
O -0.763 3.398 0.105 -0.13
C 0.150 2.848 -0.630 -0.24
C 1.344 2.257 0.010 -0.26
C 2.530 2.124 -0.736 -0.02
C 3.586 1.341 -0.256 -0.09
C 3.444 0.714 1.000 -0.68
Cl 4.685 -0.317 1.562 0.68
C 2.301 0.933 1.804 -0.08
C 1.264 1.720 1.305 -0.04
H 0.159 3.071 -1.719 0.13
H 2.595 2.641 -1.694 0.12
H 4.502 1.217 -0.834 0.10
H 2.249 0.485 2.790 0.10
H 0.376 1.887 1.910 0.12
C -1.836 -3.788 1.277 -0.07
C -1.768 -3.219 -0.124 -0.47
C -0.909 -4.137 -0.945 -0.10
O -1.217 -1.869 0.044 -0.18
C -1.286 -0.986 -0.973 -1.32
S -0.864 0.596 -0.666 0.79
S -1.881 -1.431 -2.458 0.55
H -2.164 -4.834 1.237 0.08
H -0.848 -3.758 1.754 0.09
H -2.538 -3.242 1.910 0.08
H -2.775 -3.152 -0.573 0.12
H -1.318 -5.149 -0.831 0.08
H -0.892 -3.883 -2.010 0.03
H 0.118 -4.165 -0.556 0.09
```

A molecular structure, C11H12BeN2P at a distorted geometry. Source: OMol25; level of theory: the ωB97M-V functional and the def2-TZVPD basis.

The LUMO energy (spin up / spin down) is 0.113 / 0.103 Ha. Its total charge is -1. The calculation puts the molar mass at 212.217 g/mol. As for the energy above the lowest of the compared OMol25 structures with the same formula, charge and spin: 4.173 eV. The frontier orbital gap (spin up / spin down) comes out at 6.396 / 4.452 eV.

XYZ file:
```
27
Properties=species:S:1:pos:R:3:lowdin_charge:R:1
C 1.285 -0.056 -0.986 0.01
C 0.212 -0.093 -1.879 -0.26
C -0.575 -1.227 -2.200 -0.18
C -0.447 -2.411 -1.430 -0.26
C 0.476 -2.636 -0.406 0.02
Be 0.090 -1.060 -0.483 -0.22
P 0.078 3.108 0.802 0.65
H 2.079 0.638 -0.755 0.04
H -0.058 0.742 -2.523 0.11
H -1.301 -1.171 -3.017 0.10
H 0.777 -3.490 0.182 0.03
H -1.146 -3.155 -1.841 0.10
H -1.105 3.351 1.553 -0.18
H -0.016 4.392 0.223 -0.21
H 0.975 3.597 1.792 -0.18
N 0.014 0.388 6.573 0.06
C -0.021 0.216 5.414 -0.25
C -0.083 -0.015 3.970 -0.30
C 1.116 -0.320 3.279 -0.07
C 0.972 -0.550 1.917 -0.18
N -0.201 -0.505 1.243 -0.01
C -1.321 -0.195 1.932 -0.17
C -1.333 0.070 3.300 -0.07
H 2.126 -0.359 3.771 0.11
H 1.825 -0.800 1.300 0.09
H -2.238 -0.159 1.355 0.09
H -2.277 0.350 3.844 0.11
```

Question: What is the formula in the first record?
Answer: C11H11MnN17OS

Question: molar mass of number 1 (C11H11MnN17OS)?
Answer: 484.332 g/mol